Formula: C49H62N4P2Si2W
Source: OMol25
Level of theory: wB97M-V/def2-TZVPD

Calculated values
LUMO (spin up / spin down)	-0.468 / -0.468	Eh
largest force on an atom	2.0	eV/A
DFT total energy	-3450.98118	a.u.
frontier orbital gap (spin up / spin down)	6.121 / 6.103	eV
HOMO (spin up / spin down)	-18.847 / -18.849	eV

Structure (ORCA input):
```
! RIJCOSX wB97M-V def2-TZVPD def2/J DEFGRID3
* xyz 4 1
W -0.539 -0.060 -0.155
C -0.176 0.492 -4.839
Si -0.917 1.266 -3.342
C -0.981 3.104 -3.427
C -2.567 0.471 -3.044
N 0.030 0.864 -1.733
P 1.688 0.411 -1.658
C 1.502 -0.259 -0.049
P 1.523 0.194 1.654
N -0.178 0.229 1.714
Si -1.117 0.478 3.362
C -1.698 2.215 3.326
C -2.488 -0.751 3.367
C 0.073 0.161 4.719
C 2.179 -1.179 2.556
C 1.394 -2.339 2.623
C 1.875 -3.461 3.268
C 3.149 -3.447 3.831
C 3.946 -2.317 3.732
C 3.470 -1.180 3.096
C 2.083 1.809 2.116
C 2.908 2.049 3.221
C 3.220 3.353 3.578
C 2.709 4.418 2.852
C 1.874 4.191 1.760
C 1.558 2.896 1.399
C 1.836 -1.080 -2.636
C 2.980 -1.410 -3.356
C 3.051 -2.644 -4.000
C 1.992 -3.532 -3.928
C 0.848 -3.217 -3.188
C 0.796 -2.004 -2.539
C 2.759 1.662 -2.243
C 2.876 1.784 -3.638
C 3.632 2.820 -4.159
C 4.273 3.714 -3.309
C 4.172 3.579 -1.929
C 3.414 2.557 -1.387
H -1.026 0.370 -5.519
H 0.282 -0.486 -4.708
H 0.534 1.155 -5.333
H -2.003 3.470 -3.303
H -0.633 3.424 -4.412
H -0.345 3.596 -2.687
H -2.994 0.217 -4.018
H -3.281 1.129 -2.542
H -2.515 -0.477 -2.498
H -2.411 2.411 2.524
H -0.871 2.926 3.252
H -2.213 2.411 4.273
H -3.395 -0.378 2.888
H -2.739 -0.944 4.416
H -2.212 -1.715 2.931
H 0.983 0.760 4.680
H 0.344 -0.892 4.807
H -0.460 0.450 5.632
H 0.401 -2.367 2.192
H 1.265 -4.352 3.337
H 3.523 -4.328 4.337
H 4.946 -2.320 4.146
H 4.132 -0.333 2.992
H 3.287 1.245 3.831
H 3.857 3.534 4.433
H 2.953 5.433 3.141
H 1.476 5.027 1.200
H 0.909 2.738 0.545
H 3.816 -0.725 -3.421
H 3.940 -2.904 -4.559
H 2.052 -4.486 -4.438
H 0.028 -3.920 -3.127
H -0.090 -1.770 -1.936
H 2.403 1.080 -4.308
H 3.739 2.919 -5.232
H 4.871 4.514 -3.727
H 4.701 4.263 -1.278
H 3.370 2.436 -0.315
C -6.303 -3.729 1.532
C -5.490 -4.065 0.267
C -5.111 -5.545 0.283
C -6.333 -3.763 -0.990
C -4.275 -3.167 0.220
C -2.966 -3.657 0.126
C -1.914 -2.784 0.062
N -2.090 -1.440 0.090
C -3.354 -0.925 0.185
C -4.429 -1.766 0.255
C -3.446 0.558 0.188
C -4.618 1.256 0.295
C -4.634 2.661 0.207
C -3.402 3.290 0.002
C -2.250 2.544 -0.078
N -2.260 1.204 0.026
C -5.948 3.410 0.291
C -6.774 3.013 -0.952
C -6.696 2.987 1.568
C -5.743 4.924 0.304
H -7.159 -4.401 1.583
H -6.694 -2.709 1.520
H -5.714 -3.870 2.441
H -6.019 -6.142 0.346
H -4.496 -5.805 1.149
H -4.592 -5.850 -0.629
H -7.212 -4.407 -0.980
H -5.779 -3.969 -1.908
H -6.684 -2.729 -1.014
H -2.767 -4.719 0.105
H -0.891 -3.136 -0.002
H -5.423 -1.351 0.338
H -5.549 0.727 0.436
H -3.333 4.365 -0.084
H -1.287 3.014 -0.230
H -7.004 1.945 -0.969
H -6.260 3.278 -1.878
H -7.720 3.554 -0.930
H -6.931 1.921 1.589
H -7.644 3.523 1.610
H -6.131 3.239 2.468
H -5.308 5.292 -0.628
H -5.121 5.249 1.142
H -6.711 5.410 0.415
*
```

=====

Formula: C24H78N6O12
Source: OMol25
Level of theory: wB97M-V/def2-TZVPD

Calculated values
LUMO	-0.009	Eh
SMILES	COC[C@H](C)N.COC[C@H](C)N.COC[C@H](C)N.COC[C@H](C)N.COC[C@H](C)N.COC[C@H](C)N.O.O.O.O.O.O
largest force on an atom	2.1	eV/A
DFT total energy	-2192.47690	a.u.
frontier orbital gap	8.785	eV
HOMO	-9.043	eV

Structure (ORCA input):
```
! RIJCOSX wB97M-V def2-TZVPD def2/J DEFGRID3
* xyz 0 1
C -8.891 -20.122 -19.275
O -8.582 -18.781 -19.545
C -7.670 -18.583 -20.614
C -7.106 -17.178 -20.591
C -8.146 -16.104 -20.872
N -5.970 -17.085 -21.544
H -8.013 -20.738 -19.030
H -9.424 -20.564 -20.122
H -9.468 -20.141 -18.348
H -6.890 -19.351 -20.524
H -8.209 -18.826 -21.545
H -6.667 -17.135 -19.592
H -8.758 -16.257 -21.765
H -7.636 -15.159 -21.080
H -8.844 -15.970 -20.043
H -5.763 -16.091 -21.620
H -6.359 -17.274 -22.470
C -4.526 -17.268 -16.538
O -5.667 -16.705 -15.938
C -6.886 -17.141 -16.522
C -8.032 -16.460 -15.766
C -9.335 -17.249 -15.914
N -8.335 -15.095 -16.195
H -3.664 -17.043 -15.909
H -4.291 -16.800 -17.503
H -4.647 -18.346 -16.665
H -6.807 -16.755 -17.547
H -7.044 -18.226 -16.505
H -7.704 -16.450 -14.723
H -9.652 -17.204 -16.959
H -10.088 -16.777 -15.288
H -9.211 -18.300 -15.653
H -7.547 -14.483 -15.998
H -8.432 -15.071 -17.207
C -11.970 -21.574 -16.599
O -12.554 -22.580 -17.377
C -12.725 -23.825 -16.735
C -14.162 -24.008 -16.265
C -14.334 -25.076 -15.194
N -15.019 -24.309 -17.402
H -12.425 -21.294 -15.642
H -11.888 -20.649 -17.172
H -10.930 -21.893 -16.423
H -12.527 -24.604 -17.474
H -12.021 -23.893 -15.899
H -14.417 -23.042 -15.794
H -13.948 -24.659 -14.256
H -13.747 -25.975 -15.408
H -15.327 -25.444 -14.937
H -15.033 -23.533 -18.070
H -15.999 -24.268 -17.122
C -8.899 -18.914 -10.050
O -7.697 -18.244 -9.798
C -6.608 -18.750 -10.557
C -6.550 -18.205 -11.987
C -5.395 -18.758 -12.784
N -6.433 -16.755 -11.950
H -9.775 -18.378 -9.674
H -8.936 -19.903 -9.581
H -9.254 -19.064 -11.080
H -5.759 -18.263 -10.067
H -6.477 -19.831 -10.480
H -7.514 -18.519 -12.432
H -5.466 -19.842 -12.883
H -4.534 -18.516 -12.143
H -5.195 -18.251 -13.726
H -7.234 -16.360 -11.474
H -6.276 -16.302 -12.837
C -14.214 -23.476 -11.326
O -14.018 -24.795 -10.889
C -14.748 -25.124 -9.706
C -16.088 -25.757 -10.143
C -17.130 -25.747 -9.048
N -15.876 -27.186 -10.515
H -13.441 -22.853 -10.847
H -15.140 -22.943 -11.089
H -14.004 -23.318 -12.384
H -14.087 -25.812 -9.182
H -14.961 -24.255 -9.074
H -16.423 -25.240 -11.041
H -17.464 -24.732 -8.811
H -16.816 -26.284 -8.151
H -18.064 -26.237 -9.335
H -15.616 -27.723 -9.692
H -15.020 -27.185 -11.074
C -7.749 -20.707 -15.236
O -8.553 -21.815 -14.976
C -9.423 -21.768 -13.874
C -9.931 -23.194 -13.596
C -11.357 -23.135 -13.073
N -9.084 -23.870 -12.634
H -6.682 -20.935 -15.095
H -7.972 -19.802 -14.666
H -7.761 -20.507 -16.313
H -8.945 -21.295 -13.006
H -10.284 -21.111 -14.084
H -9.961 -23.705 -14.563
H -12.014 -22.706 -13.832
H -11.431 -22.471 -12.208
H -11.746 -24.104 -12.758
H -8.088 -23.757 -12.815
H -9.188 -23.487 -11.694
O -9.894 -22.386 -10.128
H -8.919 -22.286 -10.105
H -10.077 -23.122 -9.532
O -5.458 -23.735 -12.193
H -5.244 -24.671 -12.295
H -4.755 -23.265 -12.659
O -8.679 -26.677 -12.736
H -9.300 -26.950 -13.418
H -8.792 -25.686 -12.660
O -8.192 -23.594 -17.310
H -8.822 -23.190 -16.702
H -7.770 -24.305 -16.784
O -7.214 -25.492 -15.493
H -6.555 -25.579 -14.799
H -8.004 -25.907 -15.125
O -7.150 -22.831 -10.130
H -6.781 -22.451 -9.323
H -6.377 -23.100 -10.661
*
```

=====

Formula: C4H5NOS2
Source: OMol25
Level of theory: wB97M-V/def2-TZVPD

Calculated values
LUMO	-0.047	Eh
SMILES	N/C(=C\C=S)C(=O)S
largest force on an atom	4.2	eV/A
DFT total energy	-1081.71823	a.u.
frontier orbital gap	7.597	eV
HOMO	-8.882	eV

Structure (ORCA input):
```
! RIJCOSX wB97M-V def2-TZVPD def2/J DEFGRID3
* xyz 0 1
N 0.586 -1.319 -0.365
C -0.029 -0.114 -0.277
C -0.150 0.632 0.802
C 0.274 0.203 2.063
S -0.242 0.963 3.443
C -0.697 0.606 -1.429
O -1.677 1.276 -1.314
S -0.006 0.636 -3.002
H -0.045 -2.101 -0.747
H 0.692 -1.563 0.717
H -0.525 1.599 0.741
H 0.696 -0.794 2.027
H 1.122 -0.022 -2.658
*
```

=====

Formula: CH3I2P
Source: OMol25
Level of theory: wB97M-V/def2-TZVPD

Calculated values
LUMO	-0.019	Eh
largest force on an atom	3.6	eV/A
DFT total energy	-976.56340	a.u.
frontier orbital gap	8.344	eV
HOMO	-8.865	eV

Structure (ORCA input):
```
! RIJCOSX wB97M-V def2-TZVPD def2/J DEFGRID3
* xyz 0 1
C -0.752 -0.634 -1.411
P 0.085 0.788 -0.817
I 1.613 1.260 2.843
I -2.665 -0.301 -2.266
H -0.214 -1.505 -1.716
H 0.650 0.283 3.871
H 1.284 0.109 -0.504
*
```

=====

Formula: C7H8O
Source: OMol25
Level of theory: wB97M-V/def2-TZVPD

Calculated values
LUMO	-0.015	Eh
largest force on an atom	7.4	eV/A
DFT total energy	-346.52190	a.u.
frontier orbital gap	8.691	eV
HOMO	-9.097	eV

Structure (ORCA input):
```
! RIJCOSX wB97M-V def2-TZVPD def2/J DEFGRID3
* xyz 0 1
C 1.911 -0.418 0.501
C 0.471 -0.179 0.084
C -0.153 -1.386 -0.127
C -1.608 -1.191 -0.125
C -2.100 0.021 0.001
C -1.423 1.367 -0.010
C -0.128 1.222 0.063
H 2.385 1.492 -1.043
H 1.890 0.014 1.685
H 2.188 -1.410 0.526
H 0.596 -2.195 -0.627
H -2.360 -1.985 -0.238
H -3.314 -0.003 -0.355
H -2.020 2.402 -0.077
H 0.642 2.045 0.194
O 3.024 0.203 -0.452
*
```

=====

Formula: C3H14FeO8
Source: OMol25
Level of theory: wB97M-V/def2-TZVPD

Calculated values
LUMO	-0.139	Eh
largest force on an atom	2.7	eV/A
DFT total energy	-1987.88268	a.u.
frontier orbital gap	2.777	eV
HOMO	-6.552	eV

Structure (ORCA input):
```
! RIJCOSX wB97M-V def2-TZVPD def2/J DEFGRID3
* xyz 0 1
Fe -1.028 1.023 -0.256
C -4.450 -2.407 1.049
O -4.730 -3.545 0.604
O -3.356 -1.793 1.028
O -5.469 -1.991 1.659
C 3.880 -2.060 0.633
C 2.643 -2.536 -0.163
O 2.251 -1.480 -0.984
H 4.706 -2.199 -0.064
H 4.062 -2.697 1.498
H 3.831 -0.999 0.878
H 1.906 -2.997 0.493
H 3.061 -3.397 -0.686
H 2.617 -1.714 -1.840
O -3.425 3.485 0.818
H -4.332 3.217 0.670
H -3.493 4.288 1.333
O 0.738 1.604 2.826
H 1.665 1.764 2.999
H 0.334 1.566 3.693
O 1.377 3.500 -1.344
H 2.048 3.809 -0.735
H 1.850 3.337 -2.160
O -2.095 0.776 -3.618
H -1.895 0.088 -4.253
H -2.695 1.362 -4.079
*
```